1.
Below is a structure of composition C4H7NO2, with properties calculated with ωB97M-V/def2-TZVPD.

XYZ file:
```
14
Properties=species:S:1:pos:R:3:forces:R:3
C -0.2237 -1.5580 0.7992 0.030 0.184 -0.141
O -0.1881 0.6226 -0.3116 -0.677 1.189 -0.472
H -0.9472 2.1796 0.0803 -1.238 1.271 -1.012
N -1.3045 1.1750 -1.4906 1.436 -2.037 0.413
H -2.3825 2.9048 -1.1142 0.185 0.058 -0.552
H 0.3768 -2.4541 0.9484 0.019 -0.003 -0.029
H 2.3391 0.5754 -0.2955 0.023 0.021 0.034
C -1.5726 2.2240 -0.8969 0.779 -0.058 2.708
H -0.3555 -1.0773 1.7678 -0.013 0.017 0.009
C 0.4733 -0.6027 -0.1615 -0.364 -0.730 -0.812
H 0.5756 -1.0636 -1.1592 0.104 -0.105 0.145
C 1.9002 -0.2634 0.2793 -0.128 0.264 -0.257
O 2.5074 -0.8220 1.1486 -0.138 -0.083 -0.027
H -1.1984 -1.8404 0.4057 -0.017 0.011 -0.008
```
Positions in Å, forces in eV/Å.

Values from the calculation:
Gap between HOMO and LUMO ... 0.367 Ha
LUMO ... 0.32 eV
Strongest force on any atom ... 2.818 eV/Å
Molecular weight ... 101.10 g/mol
Charge ... 0
Relative energy (zero: lowest compared OMol25 entry of this formula, charge and spin) ... 467.9 kJ/mol
HOMO ... -9.66 eV

2.
Below is an isolated molecule of C4H7NO2, with properties calculated with ωB97M-V/def2-TZVPD.

XYZ file:
```
14
Properties=species:S:1:pos:R:3:forces:R:3
H -0.4328 0.7820 -1.7144 0.018 0.038 -0.129
H -0.1008 -1.7367 -0.8423 -0.053 -0.032 0.035
H 1.4671 -0.3825 -0.2893 0.118 0.010 -0.055
O 0.2323 2.6184 -0.9824 0.009 0.197 0.228
N -0.7074 -0.9409 1.4058 0.262 0.032 -0.090
H -0.7422 1.0886 1.3030 -0.027 0.209 -0.003
H 1.6524 1.1807 0.5262 0.104 -0.082 0.062
C -0.2422 0.2183 0.9078 0.159 0.518 -0.058
O -0.3044 -2.5139 -0.3054 0.179 0.004 -0.117
H -0.5554 2.9676 -1.4163 0.157 -0.165 -0.052
H -0.9249 -2.9517 1.5772 -0.023 -0.207 -0.064
C 0.3487 1.2733 -1.1412 -0.318 -0.676 0.252
C 0.9459 0.5211 0.0227 -0.481 0.036 0.012
C -0.6364 -2.1242 0.9486 -0.104 0.117 -0.022
```
Positions in Å, forces in eV/Å.

Values from the calculation:
Gap between HOMO and LUMO (spin up / spin down) ... 0.285 / 0.278 Ha
LUMO (spin up / spin down) ... 0.40 / 0.60 eV
Strongest force on any atom ... 0.788 eV/Å
Molecular weight ... 101.10 g/mol
Charge ... 0
Relative energy (zero: lowest compared OMol25 entry of this formula, charge and spin) ... 418.3 kJ/mol
HOMO (spin up / spin down) ... -7.35 / -6.97 eV

3.
Below is an isolated molecule of C4H7NO2, with properties calculated with ωB97M-V/def2-TZVPD.

XYZ file:
```
14
Properties=species:S:1:pos:R:3:forces:R:3
O -2.8655 0.8946 -0.0184 -0.063 0.097 0.044
C 0.4876 -0.0171 0.4002 -0.336 -0.199 0.150
H -0.3114 0.3071 -1.5568 0.147 0.098 -0.572
N 0.6323 -1.4744 0.3520 -0.311 0.040 0.080
H -2.1230 -0.9057 -0.2233 -0.197 -1.508 -0.013
H 0.1918 0.2743 1.4165 0.200 -0.115 0.060
H 0.0737 -1.9199 1.0681 0.073 -0.026 -0.002
H 2.7007 0.1590 0.7124 -0.036 -0.359 0.280
H 0.2998 -1.8348 -0.5348 0.185 -0.013 -0.044
O 2.0569 1.5056 -0.5928 -0.111 -0.079 0.065
C -0.5544 0.5981 -0.5471 0.219 0.085 0.920
C -1.9514 0.1442 -0.2407 0.196 1.364 0.029
C 1.8543 0.5928 0.1666 0.170 0.604 -0.522
H -0.4914 1.6762 -0.4019 -0.136 0.012 -0.475
```
Positions in Å, forces in eV/Å.

Values from the calculation:
SMILES ... N[C@@H](C=O)CC=O
Gap between HOMO and LUMO ... 0.378 Ha
LUMO ... 0.56 eV
Strongest force on any atom ... 1.521 eV/Å
Molecular weight ... 101.10 g/mol
Charge ... 0
Relative energy (zero: lowest compared OMol25 entry of this formula, charge and spin) ... 163.9 kJ/mol
HOMO ... -9.74 eV

4.
Below is a structure of composition C4H7NO2, with properties calculated with ωB97M-V/def2-TZVPD.

XYZ file:
```
14
Properties=species:S:1:pos:R:3:forces:R:3
C 0.8374 0.4412 0.3393 0.115 -0.011 -0.407
N -0.5597 -1.0383 0.2728 0.017 -0.099 -0.177
H 1.5829 1.0370 2.0137 -0.137 0.057 0.020
C 0.7886 -1.1128 0.4033 -0.077 -0.096 0.217
H 0.4662 -0.3978 -1.5786 0.083 -0.060 0.106
C -0.5345 0.2081 -0.2994 -0.263 0.045 0.014
H 1.0323 -1.0018 -1.2080 -0.051 0.103 -0.073
H 1.6191 0.8824 -0.2870 -0.134 -0.075 0.110
O 0.7202 1.0774 1.5829 0.216 0.028 0.192
H -1.4932 2.0249 -0.9898 -0.046 -0.111 0.048
H -1.2647 -1.7582 0.1703 0.080 0.072 0.059
C -1.6940 0.9767 -0.6921 -0.069 -0.141 -0.034
O -2.8148 0.4990 -0.7446 0.314 0.172 0.026
H 1.3142 -1.8379 1.0173 -0.048 0.116 -0.100
```
Positions in Å, forces in eV/Å.

Values from the calculation:
Gap between HOMO and LUMO ... 0.312 Ha
LUMO ... 0.03 eV
Strongest force on any atom ... 0.423 eV/Å
Molecular weight ... 101.10 g/mol
Charge ... 0
Relative energy (zero: lowest compared OMol25 entry of this formula, charge and spin) ... 559.4 kJ/mol
HOMO ... -8.45 eV

What is the charge in the second record?
0

Number 3 is which compound?
C4H7NO2

Which value of relative energy (zero: lowest compared OMol25 entry of this formula, charge and spin) does entry 3 give?
163.9 kJ/mol